[1]
Entry from OMol25: C10H17NO3S in the gas phase at a distorted geometry (ωB97M-V/def2-TZVPD).

```
32
Properties=species:S:1:pos:R:3:forces:R:3:lowdin_charge:R:1
C 1.157060 0.684087 -1.620731 -2.4327 0.9727 2.0802 -0.586
C 3.470450 0.528891 0.945184 0.8833 2.2590 0.6001 -0.033
H 1.169372 -1.882366 -0.537536 1.1803 0.7369 -0.9308 0.005
H -0.151583 -2.016897 -2.458619 -2.0856 0.6939 0.3891 0.080
O 2.421937 0.754380 -1.246263 0.8705 0.3544 1.1795 0.063
C 0.367241 -2.373446 -0.092327 2.2153 -3.5686 3.6047 -0.137
H -1.611775 -0.831812 -2.436406 0.2418 -0.1639 -0.1830 0.038
C -1.082348 1.243566 -0.576602 -0.7039 1.2043 0.6671 -0.212
O 0.723273 0.234019 -2.629056 0.2829 -0.6712 -2.0470 0.107
C -3.048158 0.186548 2.167606 -1.3372 -0.0720 0.3487 0.014
H -0.913995 0.239468 1.968524 -0.1093 -0.1196 0.7581 0.092
H -3.945333 0.110928 1.531679 0.3035 0.0804 0.5592 0.075
S -1.155709 -1.719958 -0.268593 1.2572 0.7177 -3.6516 0.720
N 0.311226 1.189120 -0.631965 4.5349 0.4111 1.6896 -0.009
H 3.719739 1.189919 1.837878 0.2292 -0.9748 -0.9752 0.114
H -3.206509 0.354494 3.234935 0.2981 -0.2952 -0.3191 0.057
H 4.329178 0.309979 0.323236 0.5427 0.1981 0.2455 0.081
C -1.802120 0.133612 0.071188 -3.1759 2.2973 0.9193 -0.390
H -1.291027 2.253057 -0.107999 -0.2744 -0.8729 -0.1858 0.151
C -1.224750 -1.787354 -2.084446 0.3760 -2.2572 -1.0528 -0.181
H 0.556194 -2.833684 0.939864 -0.2320 0.3374 -1.7754 0.081
H 1.011061 0.583587 1.234979 -0.4052 -1.3037 1.6118 0.076
H -1.934455 -2.661524 -2.436718 1.3138 1.6642 0.9793 0.107
H -1.531110 1.265982 -1.530870 0.1484 0.4996 -1.5640 0.110
H 2.914103 2.450042 -0.142268 -0.0699 -1.5188 0.6910 0.175
O -2.214947 -2.495024 0.266239 -2.1175 -1.9985 1.5657 -0.383
H 0.771312 2.352976 1.139396 0.4191 -0.2843 -0.0709 0.141
C 1.137204 1.436011 0.655574 -1.6917 0.6989 -3.2725 -0.047
H 3.145932 -0.417581 1.341386 -0.9518 -0.2326 -0.1619 0.074
C -1.896265 0.111464 1.531236 0.4514 1.1767 -0.9718 -0.232
C 2.543426 1.399829 0.112595 0.0816 0.1783 -1.5287 -0.269
H -2.738626 0.007685 -0.501099 -0.0427 -0.1476 0.8019 0.120
```
Forces are in eV/Å.

Total charge: 0
DFT total energy in hartree: -1069.602825
⟨S²⟩: 2.01
2S+1: 3

=====

[2]
Entry from OMol25: a 2-piece molecular cluster, C10H17NP overall at a distorted geometry (ωB97M-V/def2-TZVPD).

```
29
Properties=species:S:1:pos:R:3:forces:R:3:lowdin_charge:R:1
H -2.730546 2.588613 0.398260 0.0500 -0.3503 -0.6802 0.109
H -2.366946 0.148437 3.660316 -0.5340 -0.6754 2.7691 0.075
H 2.292521 -0.075727 -2.649908 -0.2932 -0.6399 1.0635 0.134
H 3.561225 0.156775 -0.525382 2.0116 4.1285 1.3125 0.037
C 2.051600 -0.581750 -1.677650 -0.6160 2.1336 0.5703 -0.179
P -0.881280 1.403945 -1.674725 0.1148 1.3051 2.4824 1.012
H 1.260598 2.048006 -0.767345 0.1558 -0.8343 1.3050 0.071
H 1.475581 -2.604748 -2.200156 -0.3053 1.1855 0.2707 0.122
C 3.165029 -0.734941 -0.663634 -4.1582 -2.2542 -0.3477 -0.070
C -2.065534 0.329039 2.707361 2.7168 -2.6866 -3.2324 -0.024
H 0.116793 -1.320342 -2.314237 1.9961 -1.1976 1.5178 0.102
H 0.333622 1.016334 1.218789 -0.1141 1.5209 2.2318 0.119
C -2.466359 1.564613 2.095834 0.2466 -0.4181 -1.5795 -0.069
C 1.075492 -1.672993 -1.680290 -2.2297 -1.0575 -2.4154 -0.146
H -0.887800 -1.607384 2.311980 -0.8043 0.8080 0.5993 0.122
C -1.857332 0.626692 -0.217467 -0.3539 -1.1376 0.2992 -0.414
H 1.361222 -0.172141 0.733750 -2.4028 0.0987 0.1053 0.165
C -2.371728 1.617416 0.745476 -0.9646 2.8506 0.7712 -0.125
C 0.697810 1.097366 -0.736326 0.6851 -2.4200 -2.3089 -0.286
N 0.404055 0.308227 0.558772 3.0511 0.6649 -2.2548 0.040
H -0.881891 -1.248125 -0.018394 0.0913 -0.5691 -0.0328 0.110
H -2.897442 2.413481 2.653584 0.3390 -0.7426 -0.2810 0.129
H -2.709693 0.045209 -0.654793 0.4810 0.4630 0.2783 0.147
C -1.316363 -0.638717 1.991701 -1.6641 1.6521 1.5313 -0.011
H 3.930965 -1.375099 -0.932233 1.4556 -1.5703 -1.0216 0.079
H 0.781682 -2.083471 -0.694870 0.2130 0.5835 -0.3416 0.072
H -0.802085 0.340286 -2.467816 -0.1813 -1.9330 -1.1854 -0.124
H 2.704523 -1.222132 0.218727 0.5342 0.4550 0.0713 0.092
C -0.977719 -0.366870 0.580678 0.4796 0.6369 -1.4977 -0.289
```
Forces are in eV/Å.

Total charge: +1
DFT total energy in hartree: -786.913430
Energy above the lowest of the compared OMol25 structures with the same formula, charge and spin in eV: 4.292

=====

[3]
Entry from OMol25: C10H17O11Sr as an isolated structure at a distorted geometry (ωB97M-V/def2-TZVPD).

```
39
Properties=species:S:1:pos:R:3:forces:R:3:lowdin_charge:R:1
C -2.921471 -0.407843 3.061002 -0.5454 0.3596 -0.0215 -0.028
C -1.497589 0.111357 -2.436056 -1.8162 0.7829 -0.6959 -0.658
O 0.098867 -4.376826 -1.386794 0.0537 -0.9017 -1.5238 -0.042
O -0.796539 -0.924867 -2.288247 0.4988 -1.2355 -0.2159 0.161
H 3.061194 -0.199323 1.844548 0.1912 0.0537 -0.3232 0.054
O -0.949034 4.461528 0.965879 0.3217 0.6087 0.7128 -0.091
O 2.108041 -0.183653 1.758004 0.4214 0.0928 0.3097 -0.114
O -0.745444 -1.032594 2.215049 1.6379 -0.7909 1.5450 -0.099
O -2.195942 -0.362916 0.765970 -0.9996 -0.2143 0.0823 -0.130
H 1.092554 4.848973 2.438975 -0.0003 -0.0277 0.1329 0.052
O 2.275138 1.627935 -1.325885 0.0210 -0.8681 -1.0734 -0.111
H -3.683763 -1.178476 3.175595 0.2053 -0.3723 -0.0839 0.057
H -2.496650 -0.185922 4.039966 0.3558 -0.3273 -0.0859 0.059
O -0.158038 2.446382 0.691796 0.7236 -1.9848 0.0412 -0.145
H 0.306364 3.533412 3.353090 -0.0909 0.1486 0.1603 0.056
H 0.888034 -4.179529 1.584440 -0.1751 0.3673 0.4553 0.063
H -0.130157 -5.299603 0.743315 -0.5962 -0.1685 0.4030 0.054
C 0.017008 -4.236121 0.931600 0.7717 -1.2482 0.4008 -0.041
O 2.168765 -0.493354 -2.125805 -0.5550 1.4057 0.3641 -0.117
O 0.942778 -2.569856 -0.398405 0.5348 1.0253 -0.1510 -0.114
C -2.813484 -0.014578 -3.225358 0.2017 -0.1096 0.1255 0.031
H -3.630186 0.469306 -2.689688 0.2792 0.1664 0.1078 0.087
H -3.121664 -1.042134 -3.418351 0.3386 -0.1169 0.2320 0.078
H -0.853615 -3.725345 1.342969 0.1789 -0.0043 -0.0063 0.067
H 4.444650 0.866777 -3.018018 0.2075 0.0821 0.5954 0.059
C 0.429500 -3.711455 -0.412351 -1.0568 1.1905 0.5617 -0.800
O -1.074084 1.160918 -1.962073 -0.0137 0.0397 -0.2961 0.051
H -3.493210 0.478491 2.785981 0.0946 0.0928 -0.2298 0.065
H 1.783928 -0.347795 2.643579 -0.5565 -0.1619 0.1725 0.044
H 3.456888 0.340323 -4.222634 -1.0184 0.0258 -0.0096 0.061
C 2.500758 0.734721 -2.198614 0.2339 -1.4670 0.7667 -0.750
C -0.159832 3.539042 1.271461 -0.8775 1.0367 -0.6097 -0.777
H 1.715402 3.166809 2.392789 0.0092 -0.0343 -0.2581 0.052
C -1.895214 -0.681383 1.953512 -0.3666 1.4400 -1.4651 -0.766
C 0.823751 3.792680 2.429404 -0.0730 -0.1072 -0.0591 -0.040
C 3.422918 1.015312 -3.367452 1.2464 0.9940 -0.1886 -0.052
Sr 0.359378 0.034823 -0.070277 0.3250 0.0102 0.3612 1.588
H -2.693799 0.454367 -4.202017 0.1299 0.1990 0.1019 0.078
H 3.413800 2.070418 -3.640900 -0.2406 0.0188 -0.3353 0.059
```
Forces are in eV/Å.

Total charge: -2
DFT total energy in hartree: -1249.787553
Energy above the lowest of the compared OMol25 structures with the same formula, charge and spin in eV: 0.000
⟨S²⟩: 0.76
2S+1: 2